Record 1
Below is a structure of composition C36H37ClN6O2PSn, with properties calculated with the ωB97M-V functional and the def2-TZVPD basis.

ORCA input file:
```
! wB97M-V def2-TZVPD RIJCOSX def2/J DEFGRID3
* xyz 1 1
Sn 0.51132 0.12488 -0.50993
C -0.19156 -0.63819 -3.72010
C 1.01597 0.13096 -3.72620
C 2.00906 -0.68778 -3.23838
C 1.42166 -2.01088 -2.92264
C 0.08269 -1.94922 -3.19016
C -0.94595 -3.02613 -3.04479
C 2.23011 -3.16807 -2.45265
C 3.45421 -0.37067 -3.07572
C 1.18563 1.53546 -4.22696
C -1.53737 -0.21335 -4.18039
H -1.79681 -2.69096 -2.44522
H -0.52940 -3.90647 -2.55719
H -1.33773 -3.34589 -4.01411
H 2.83091 -2.89066 -1.58550
H 2.91299 -3.50367 -3.23849
H 1.60188 -4.01373 -2.17775
H 3.81549 -0.69015 -2.09481
H 3.64704 0.69623 -3.18745
H 4.05626 -0.89743 -3.82232
H 1.42487 2.23783 -3.42187
H 0.28033 1.90087 -4.71056
H 1.99097 1.60213 -4.96004
H -2.24749 -0.21626 -3.34406
H -1.93696 -0.92150 -4.91121
H -1.53698 0.77784 -4.63023
Cl -0.32997 2.50903 2.99528
C -1.66674 1.57021 3.57846
C -2.50205 2.14246 4.52617
C -3.56928 1.41418 5.02227
C -3.80257 0.12013 4.57549
C -2.96524 -0.43848 3.62738
C -1.88092 0.27718 3.11175
P -0.82284 -0.52423 1.86781
C 0.15946 -1.73810 2.74367
C 0.25124 -1.73427 4.10871
C 1.02677 -2.68637 4.79397
C 1.66916 -3.72461 4.07945
C 1.63824 -3.75372 2.72748
C 1.04619 -2.64348 1.92503
C -2.02158 -1.46952 0.87980
C -2.20905 -2.84296 0.98573
C -3.17055 -3.47506 0.20780
C -3.95238 -2.73883 -0.66943
C -3.76615 -1.36619 -0.78396
C -2.79528 -0.73675 -0.02233
H -2.30690 3.14973 4.86581
H -4.22100 1.86060 5.76107
H -4.63583 -0.44975 4.96266
H -3.15216 -1.44445 3.27307
H -0.30474 -1.00882 4.68922
H 1.08252 -2.65222 5.87255
H 2.17256 -4.51131 4.62567
H 2.11959 -4.54709 2.17203
H 0.54542 -3.03104 1.03073
H -1.62490 -3.42060 1.69326
H -3.31402 -4.54368 0.29678
H -4.70554 -3.23373 -1.26786
H -4.37843 -0.78919 -1.46473
H -2.65631 0.33804 -0.10599
N 2.84988 0.75582 2.12658
C 2.66545 1.91604 1.50391
N 3.38673 2.94433 1.95196
C 3.15734 4.11115 1.37017
N 3.87827 5.16661 1.75556
N 2.22413 4.32653 0.41382
C 1.55351 3.26339 0.04772
N 1.73500 2.01046 0.50707
C 0.46633 3.50828 -0.94379
C 0.39273 4.70446 -1.64445
C -0.65174 4.87759 -2.53691
C -1.57919 3.85994 -2.69946
C -1.41760 2.69923 -1.96236
N -0.42180 2.53280 -1.09832
H 3.59347 0.74413 2.80489
H 2.53397 -0.13732 1.76771
H 4.57990 5.05566 2.46521
H 3.71254 6.06122 1.33211
H 1.13950 5.46580 -1.47942
H -0.73976 5.79597 -3.10143
H -2.40822 3.95804 -3.38609
H -2.10422 1.86678 -2.07121
O 1.89218 -1.31085 0.15783
O 2.19372 -1.91826 1.42283
*
```

## Properties
ΔE to the lowest compared entry with this formula, charge and spin = 291.5 kJ/mol
HOMO level (alpha / beta) = -9.904 / -9.785 eV
frontier orbital gap (alpha / beta) = 0.2306 / 0.2408 hartree

Record 2
Below is an isolated molecule of C5H7NO2 at a distorted geometry, with properties calculated with the ωB97M-V functional and the def2-TZVPD basis.

ORCA input file:
```
! wB97M-V def2-TZVPD RIJCOSX def2/J DEFGRID3
* xyz 0 1
C -0.10068 1.60767 -0.57001
C 0.33884 1.10175 0.76866
C 1.35775 0.18528 1.01158
C 1.11188 -1.06418 0.42929
O 1.66438 -2.06930 0.10028
C -0.75470 -1.11119 0.24196
N -1.23847 -1.38327 -1.00325
O -1.34423 -1.36392 1.26894
H 0.26529 0.99029 -1.39054
H 0.32804 2.61108 -0.69743
H -1.18616 1.70201 -0.63128
H 0.10635 1.79323 1.58155
H 2.13263 0.31383 1.76045
H -0.61293 -1.35500 -1.79312
H -2.06799 -1.95828 -1.07708
*
```

## Properties
ΔE to the lowest compared entry with this formula, charge and spin = 276.1 kJ/mol
HOMO level (alpha / beta) = -8.376 / -8.375 eV
frontier orbital gap (alpha / beta) = 0.2807 / 0.2806 hartree

Record 3
Below is a structure of composition CH4N2O3 at a distorted geometry, with properties calculated with the ωB97M-V functional and the def2-TZVPD basis.

ORCA input file:
```
! wB97M-V def2-TZVPD RIJCOSX def2/J DEFGRID3
* xyz 0 1
C -0.65852 -0.76025 0.29732
H 1.53090 0.56394 -0.36932
H 0.83716 -2.11753 -0.12189
H -1.73778 1.01185 -0.43242
H 0.01993 2.51034 0.40773
N 0.65553 -1.17080 -0.23699
N -0.94263 0.66637 0.60474
O 1.80527 -0.65980 0.35127
O -1.68658 -1.32135 -0.10949
O 0.17672 1.27723 -0.39095
*
```

## Properties
ΔE to the lowest compared entry with this formula, charge and spin = 828.0 kJ/mol
HOMO level = -9.066 eV
frontier orbital gap = 0.2743 hartree

Record 4
Below is an isolated molecule of C3H4OS2 at a distorted geometry, with properties calculated with the ωB97M-V functional and the def2-TZVPD basis.

ORCA input file:
```
! wB97M-V def2-TZVPD RIJCOSX def2/J DEFGRID3
* xyz 0 1
C 0.08732 -0.12697 0.35993
C 0.04278 -0.03625 -1.11081
C 0.67800 -0.73392 -1.97811
S 1.58768 -1.56357 -3.19780
O 3.02301 -1.29254 -2.95981
S 0.71295 -0.18865 -4.45120
H -0.36182 -1.11129 0.66750
H -0.43619 0.68375 0.80120
H 1.07702 -0.12068 0.72444
H -0.60138 0.92577 -1.40502
*
```

## Properties
ΔE to the lowest compared entry with this formula, charge and spin = 436.1 kJ/mol
HOMO level (alpha / beta) = -8.918 / -8.920 eV
frontier orbital gap (alpha / beta) = 0.2632 / 0.2634 hartree

Record 5
Below is a structure of composition C5H12O3SSi at a distorted geometry, with properties calculated with the ωB97M-V functional and the def2-TZVPD basis.

ORCA input file:
```
! wB97M-V def2-TZVPD RIJCOSX def2/J DEFGRID3
* xyz 0 3
C 1.97266 1.87954 0.05950
C 1.47112 0.58308 -0.56240
C -0.20312 -1.98096 -1.07901
C -1.51094 0.84538 -0.39045
C -0.28363 -0.65412 1.86826
O 2.76108 -0.97291 1.22868
O 3.77862 -0.85997 -0.95651
O 3.31231 1.38197 0.21066
Si -0.11421 -0.36880 -0.02399
S 2.95538 -0.21358 0.02216
H 1.94406 2.72078 -0.57965
H 1.36629 2.07516 0.92476
H 1.52612 0.77556 -1.94344
H -0.99595 -2.44415 -0.51502
H -0.39071 -1.88441 -2.12532
H 0.59518 -2.74281 -1.08401
H -1.15988 1.73485 -1.09767
H -2.34278 0.17860 -0.81265
H -2.03314 1.35902 0.39147
H 0.52170 -1.26711 2.13106
H -0.14539 0.29564 2.35426
H -1.24085 -1.14641 1.95650
*
```

## Properties
HOMO level (alpha / beta) = -4.591 / -10.862 eV
expectation value of S² = 2.006
frontier orbital gap (alpha / beta) = 0.1881 / 0.2166 hartree

Record 6
Below is a structure of composition C51H50BClIN8OV at a distorted geometry, with properties calculated with the ωB97M-V functional and the def2-TZVPD basis.

ORCA input file:
```
! wB97M-V def2-TZVPD RIJCOSX def2/J DEFGRID3
* xyz 0 3
V -0.26728 -1.07021 -0.15331
C 1.03304 2.48895 3.75887
C 0.43058 1.20571 3.30006
C -0.28724 0.29691 4.04740
C -0.75905 -0.65504 3.13924
N -0.32604 -0.34630 1.90991
N 0.43801 0.78446 2.02915
B 0.99466 1.32563 0.66294
N 2.43044 0.82298 0.33886
N 2.40074 -0.06252 -0.70567
C 3.64167 -0.45938 -0.92288
C 4.51432 0.16450 -0.01857
C 3.71215 0.94542 0.78095
C 4.17366 1.63923 2.01774
C 3.94814 -1.45563 -1.96734
C 2.92186 -2.10696 -2.64187
C 3.21142 -3.04355 -3.62009
C 4.53104 -3.34382 -3.93545
C 5.56010 -2.69476 -3.26777
C 5.26855 -1.75385 -2.29132
N 0.54252 2.75252 0.33179
N -0.64129 2.75727 -0.34773
C -0.92142 4.01626 -0.60020
C 0.05971 4.86832 -0.06180
C 0.97016 4.02759 0.52800
C 2.23519 4.45562 1.18976
C -2.13055 4.38215 -1.36132
C -2.72266 3.46904 -2.22650
C -3.86237 3.80830 -2.93633
C -4.42588 5.07002 -2.79410
C -3.83782 5.99016 -1.93695
C -2.69722 5.64601 -1.22684
C -1.65083 -1.79078 3.46571
C -2.22627 -2.60906 2.50123
C -3.06442 -3.65398 2.86101
C -3.33644 -3.90754 4.19591
C -2.77145 -3.09628 5.17015
C -1.94556 -2.04661 4.80644
H 1.12301 2.47607 4.84374
H 0.40722 3.33721 3.47599
H 2.02396 2.64846 3.34614
H -0.46714 0.35676 5.10460
H 0.34346 0.71959 -0.14166
H 5.57629 0.03357 0.09156
H 5.24263 1.45842 2.12120
H 3.69301 1.22769 2.90538
H 4.02604 2.71512 2.00160
H 1.89654 -1.85429 -2.40895
H 2.40134 -3.53549 -4.14402
H 4.75609 -4.07663 -4.69941
H 6.59139 -2.91714 -3.50836
H 6.07561 -1.24311 -1.78356
H 0.12421 5.94150 -0.10611
H 2.12364 5.48818 1.51735
H 3.08089 4.41269 0.49979
H 2.48189 3.86453 2.06601
H -2.26179 2.49795 -2.35304
H -4.30896 3.09143 -3.61288
H -5.31235 5.33517 -3.35448
H -4.26890 6.97463 -1.81592
H -2.25455 6.36250 -0.54696
H -2.01680 -2.45014 1.45159
H -3.49690 -4.28018 2.09121
H -3.98224 -4.72914 4.47569
H -2.97188 -3.28114 6.21673
H -1.51434 -1.43031 5.58148
Cl -5.42012 0.59594 -4.33875
C -3.85248 0.26422 -3.65542
C -2.77441 0.11450 -4.47475
C -1.49705 -0.20781 -3.95970
I 0.12295 -0.42078 -5.22564
C -1.31527 -0.39920 -2.61033
O -0.18288 -0.71958 -2.02706
C -2.44891 -0.21881 -1.76640
N -2.19294 -0.41023 -0.43444
C -3.14776 -0.16125 0.43225
C -4.43973 0.23057 0.03631
C -4.72888 0.35093 -1.29119
C -3.71468 0.13069 -2.24920
H -2.90265 0.23050 -5.54088
H -2.90286 -0.28163 1.47917
H -5.18501 0.42208 0.79396
H -5.71865 0.63620 -1.61888
C 3.37757 -1.92322 2.76497
C 2.26242 -2.85031 2.37107
C 1.90166 -3.92293 3.17478
C 0.80481 -4.71299 2.85256
C 0.38203 -5.84128 3.75434
C 0.07634 -4.44652 1.70176
C 0.43192 -3.40154 0.84704
C 1.53086 -2.61768 1.21477
N -0.32516 -2.96425 -0.27877
C -0.99867 -3.92110 -1.20538
C -2.51231 -3.74835 -1.08893
C -0.53544 -3.60563 -2.64311
C -0.66641 -5.40157 -0.95769
H 4.16768 -2.45609 3.29401
H 2.99867 -1.14447 3.43343
H 3.81310 -1.43623 1.89411
H 2.46520 -4.13015 4.07677
H 0.74639 -5.69416 4.76966
H 0.77389 -6.79540 3.39615
H -0.70381 -5.92570 3.79434
H -0.82269 -5.01543 1.52852
H 1.84564 -1.78746 0.58042
H -2.83476 -2.75067 -1.39488
H -2.84134 -3.91731 -0.06300
H -3.01877 -4.46986 -1.73185
H -0.16043 -2.59210 -2.74856
H -1.36302 -3.73008 -3.34464
H 0.26031 -4.28716 -2.94478
H -1.21467 -5.84593 -0.13002
H 0.39972 -5.56229 -0.79990
H -0.95844 -5.94181 -1.85862
*
```

## Properties
HOMO level (alpha / beta) = -7.495 / -7.884 eV
expectation value of S² = 2.027
frontier orbital gap (alpha / beta) = 0.2626 / 0.2696 hartree

E_tot for the records above, in order: -2888.6382; -399.8604; -375.3519; -988.1661; -1110.8008; -4213.6603 hartree